The following is a DFT calculation (ωB97M-V with the def2-TZVPD basis set) of a 2-piece molecular cluster, C3H6O overall.

Properties
Relative energy (zero: lowest compared OMol25 entry of this formula, charge and spin) (kcal per mole): 84.3
HOMO (eV): -10.124
E_tot (Eh): -193.0089
Total charge: 0
SMILES string: C#C.CO
F_max (Eh/bohr): 0.154

XYZ file:
```
10
Properties=species:S:1:pos:R:3:nbo_charge:R:1
C -3.1217 0.4551 0.0392 -0.236
C -3.5493 -0.6590 0.0276 -0.231
H -2.7172 1.4081 0.2261 0.232
H -3.9686 -1.6322 -0.0499 0.235
C 2.3821 0.3348 0.0088 -0.225
O 2.1245 -0.9204 0.1233 -0.695
H 3.3496 0.3839 -0.4833 0.155
H 1.8513 0.7499 -0.7425 0.158
H 2.5131 0.9791 0.9363 0.141
H 1.1362 -1.0992 -0.0855 0.467
```

The following is a DFT calculation (ωB97M-V with the def2-TZVPD basis set) of a 2-piece molecular cluster, C3H6O overall.

Properties
Relative energy (zero: lowest compared OMol25 entry of this formula, charge and spin) (kcal per mole): 94.8
HOMO (eV): -9.054
E_tot (Eh): -192.9922
Total charge: 0
SMILES string: C=C1CO1.[H][H]
F_max (Eh/bohr): 0.015

XYZ file:
```
10
Properties=species:S:1:pos:R:3:nbo_charge:R:1
C -0.3995 -0.2778 1.2962 -0.533
C -0.4704 0.0032 -0.0062 0.297
C -0.1250 -0.0664 -1.4077 -0.132
O -1.4803 -0.1277 -0.8952 -0.465
H 0.2973 0.1268 2.0110 0.226
H -1.2013 -0.8824 1.6895 0.218
H 0.1483 0.7640 -2.0535 0.197
H 0.1848 -1.0528 -1.7598 0.194
H 1.6414 0.4521 0.7430 0.003
H 1.4047 1.0610 0.3828 -0.005
```

The following is a DFT calculation (ωB97M-V with the def2-TZVPD basis set) of a 2-piece molecular cluster, C3H6O overall.

Properties
Relative energy (zero: lowest compared OMol25 entry of this formula, charge and spin) (kcal per mole): 72.7
HOMO (eV): -9.339
E_tot (Eh): -193.0273
Total charge: 0
SMILES string: C=C1CO1.[H][H]
F_max (Eh/bohr): 0.006

XYZ file:
```
10
Properties=species:S:1:pos:R:3:nbo_charge:R:1
C -1.1736 -0.0372 0.9393 -0.528
C 0.1249 0.0617 0.7315 0.293
C 1.3558 0.0525 -0.0064 -0.136
O 1.2598 0.2950 1.4299 -0.460
H -1.8464 -0.2838 0.1265 0.221
H -1.5776 0.1036 1.9352 0.221
H 1.8212 -0.8926 -0.2787 0.194
H 1.6598 0.9207 -0.5881 0.196
H -0.9519 0.2058 -2.0075 0.000
H -0.6721 -0.4257 -2.2817 -0.001
```

The following is a DFT calculation (ωB97M-V with the def2-TZVPD basis set) of a 3-piece molecular cluster, C3H6O overall.

Properties
Relative energy (zero: lowest compared OMol25 entry of this formula, charge and spin) (kcal per mole): 145.9
HOMO (eV): -9.255
E_tot (Eh): -192.9107
Total charge: 0
F_max (Eh/bohr): 0.007

XYZ file:
```
10
Properties=species:S:1:pos:R:3:nbo_charge:R:1
C 1.0304 -0.8242 -0.0770 -0.540
C 0.0232 0.0923 0.3389 0.202
C -1.3608 0.4380 0.0731 -0.140
O -0.8951 -0.1364 1.3207 -0.460
H 2.0666 -0.5335 0.0392 0.222
H 1.1121 0.4648 -1.0448 0.112
H 0.8664 -1.8888 0.1365 0.202
H 0.8337 1.1398 -0.4080 0.027
H -1.6845 1.4750 0.1364 0.188
H -1.9921 -0.2271 -0.5149 0.187
```

The following is a DFT calculation (ωB97M-V with the def2-TZVPD basis set) of a 2-piece molecular cluster, C3H6O2 overall.

Properties
Relative energy (zero: lowest compared OMol25 entry of this formula, charge and spin) (kcal per mole): 43.4
HOMO (eV): -9.743
E_tot (Eh): -268.3360
Total charge: 0
SMILES string: CC=O.C=O
F_max (Eh/bohr): 0.014

XYZ file:
```
11
Properties=species:S:1:pos:R:3:nbo_charge:R:1
C -1.0859 0.4487 -0.8886 -0.730
C -2.5490 0.3373 -0.6035 0.442
O -3.0360 0.2291 0.4899 -0.519
H -0.8394 1.5025 -1.0244 0.242
H -0.8116 -0.0399 -1.8133 0.224
H -0.4779 0.1352 -0.0417 0.246
H -3.1901 0.3382 -1.4917 0.095
C 2.9844 -0.7672 1.3504 0.279
O 2.2792 0.0339 0.8052 -0.497
H 3.7800 -1.2797 0.7787 0.107
H 2.9463 -0.9380 2.4390 0.112
```

The following is a DFT calculation (ωB97M-V with the def2-TZVPD basis set) of an isolated molecule of C3H6O2.

Properties
Relative energy (zero: lowest compared OMol25 entry of this formula, charge and spin) (kcal per mole): 13.1
HOMO (eV): -10.478
E_tot (Eh): -268.3843
Total charge: 0
SMILES string: CCC(=O)O
F_max (Eh/bohr): 0.055

XYZ file:
```
11
Properties=species:S:1:pos:R:3:nbo_charge:R:1
C 1.8434 0.0632 -0.1399 -0.626
C 0.6927 -0.7675 0.1739 -0.515
C -0.5260 0.0861 0.0812 0.790
O -0.5376 1.3200 0.0845 -0.610
O -1.6454 -0.6401 -0.1241 -0.686
H 2.7133 -0.4788 -0.2753 0.212
H 1.9795 0.8122 0.5838 0.225
H 1.9399 0.6852 -1.0463 0.226
H 0.4241 -1.5745 -0.5803 0.238
H 0.7408 -1.2019 1.2557 0.245
H -2.3947 0.0277 -0.3124 0.501
```

The following is a DFT calculation (ωB97M-V with the def2-TZVPD basis set) of an isolated molecule of C3H6O2.

Properties
Relative energy (zero: lowest compared OMol25 entry of this formula, charge and spin) (kcal per mole): 35.1
HOMO (eV): -9.837
E_tot (Eh): -268.3493
Total charge: 0
SMILES string: C1COCO1
F_max (Eh/bohr): 0.014

XYZ file:
```
11
Properties=species:S:1:pos:R:3:nbo_charge:R:1
C -1.0434 -0.2688 -0.0974 -0.103
C -0.2866 1.0480 -0.0686 -0.102
O 0.9927 0.5657 -0.4601 -0.529
C 1.1441 -0.6721 0.2006 0.221
O -0.1426 -1.1164 0.5943 -0.528
H -1.1342 -0.5523 -1.1556 0.165
H -2.0587 -0.3649 0.2871 0.202
H -0.6456 1.7611 -0.8100 0.196
H -0.2069 1.5408 0.9135 0.174
H 1.6089 -1.3779 -0.4994 0.154
H 1.7723 -0.5631 1.0956 0.150
```

The following is a DFT calculation (ωB97M-V with the def2-TZVPD basis set) of an isolated molecule of C3H6O2.

Properties
Relative energy (zero: lowest compared OMol25 entry of this formula, charge and spin) (kcal per mole): 61.9
HOMO (eV): -9.144
E_tot (Eh): -268.3065
Total charge: 0
SMILES string: O=CCCO
F_max (Eh/bohr): 0.085

XYZ file:
```
11
Properties=species:S:1:pos:R:3:nbo_charge:R:1
O -1.5694 -0.1348 1.2590 -0.547
C -0.8147 -0.5129 0.3660 0.409
C 0.7048 -0.3207 0.6536 -0.515
C 1.0506 0.6585 -0.4407 -0.050
O 0.3493 0.2819 -1.5382 -0.746
H -1.3853 -1.0192 -0.4575 0.158
H 0.9767 0.1259 1.5442 0.225
H 1.0786 -1.3227 0.7609 0.220
H 0.6424 1.6240 -0.3438 0.194
H 2.1732 0.7358 -0.5133 0.163
H 0.6308 -0.2690 -2.2300 0.489
```

The following is a DFT calculation (ωB97M-V with the def2-TZVPD basis set) of an isolated molecule of C3H6O2.

Properties
Relative energy (zero: lowest compared OMol25 entry of this formula, charge and spin) (kcal per mole): 109.2
HOMO (spin up / spin down) (eV): -8.067 / -8.090
E_tot (Eh): -268.2312
Total charge: 0
F_max (Eh/bohr): 0.028

XYZ file:
```
11
Properties=species:S:1:pos:R:3:nbo_charge:R:1
O -1.8614 -0.3035 -0.0910 -0.712
C -1.0716 0.8826 -0.2123 -0.162
C 0.3363 0.6885 0.2085 0.097
C 1.5328 -1.0563 0.1750 -0.095
O 1.0845 -0.0802 -0.6173 -0.465
H -1.5077 -0.9416 -0.7243 0.464
H -1.0855 1.2463 -1.2527 0.177
H -1.5550 1.6303 0.4202 0.195
H 0.7274 0.8375 1.2090 0.169
H 0.8336 -1.5478 0.8351 0.165
H 2.5666 -1.3559 0.0496 0.165
```

The following is a DFT calculation (ωB97M-V with the def2-TZVPD basis set) of a 2-piece molecular cluster, C3H6O2 overall.

Properties
Relative energy (zero: lowest compared OMol25 entry of this formula, charge and spin) (kcal per mole): 97.2
HOMO (eV): -8.434
E_tot (Eh): -268.2503
Total charge: 0
F_max (Eh/bohr): 0.009

XYZ file:
```
11
Properties=species:S:1:pos:R:3:nbo_charge:R:1
O -1.3123 0.2423 -0.3752 -0.711
C -0.1688 1.0031 -0.2726 0.143
C 0.1631 1.7489 0.7725 -0.528
C 1.1183 -1.8798 -0.6457 0.064
O -0.0772 -2.2248 -0.2472 -0.652
H -1.8627 0.4035 0.4051 0.486
H 0.4467 0.8764 -1.1543 0.209
H -0.4598 1.8119 1.6621 0.194
H 1.0957 2.3005 0.7637 0.223
H 1.7182 -2.8019 -0.4341 0.061
H -0.6659 -1.4481 -0.3823 0.512
```

> F_max of number 10 (C3H6O2)?

0.009 Eh/bohr

> Among the records above, which one has the lowest relative energy (zero: lowest compared OMol25 entry of this formula, charge and spin)?

number 6